This record from the OMol25 dataset describes C11H11NOS in the gas phase. The level of theory is the ωB97M-V functional and the def2-TZVPD basis.

Structure (ORCA input):
```
! RIJCOSX wB97M-V def2-TZVPD def2/J DEFGRID3
* xyz 0 1
S 2.862 0.234 -0.818
O 2.112 -0.484 -1.826
N 0.604 -0.600 0.792
C -0.885 0.898 0.090
C -0.412 -0.466 -0.004
C 1.141 2.429 0.190
C 1.484 -1.680 0.727
C -2.743 0.190 -1.353
C 2.925 -0.947 0.665
C -2.053 1.219 -0.715
C -0.197 1.944 0.827
C 2.094 1.753 -0.358
C -1.023 -1.439 -0.816
C -2.185 -1.078 -1.347
H -3.568 0.636 -1.962
H 1.093 3.527 0.212
H 1.369 -2.312 -0.166
H 3.196 -0.396 1.568
H -0.559 -2.475 -0.897
H 1.333 -2.201 1.645
H -2.884 -1.872 -1.828
H -0.872 2.888 0.893
H 3.760 -1.776 0.380
H -2.438 2.183 -0.872
H 0.153 1.805 1.944
*
```

Summary:
E_LUMO (alpha / beta) ... -1.11 / -0.57 eV
Frontier orbital gap (alpha / beta) ... 6.9439 / 7.1946 eV
E_HOMO (alpha / beta) ... -0.29597 / -0.28524 hartree
E ... -25951.324 eV

Results of the natural (NBO) charge analysis, in e, for atoms 1 through 4: S 1.2543; O -0.9804; N -0.3663; C 0.0377